{
  "formula": "C38H93BBrN15O30P",
  "method": "ωB97M-V/def2-TZVPD",
  "e_tot_ha": -7521.01295,
  "lumo_ha": -0.0948,
  "orbital_gap_ev": 9.30,
  "charge": 1,
  "elements": ["C", "C", "C", "C", "C", "C", "C", "C", "C", "B", "O", "C", "C", "C", "P", "O", "Br", "N", "C", "N", "C", "C", "C", "C", "C", "C", "C", "O", "C", "C", "C", "C", "O", "C", "H", "H", "H", "H", "H", "H", "H", "H", "H", "H", "H", "H", "H", "H", "H", "H", "H", "H", "H", "H", "H", "H", "H", "H", "H", "H", "H", "H", "H", "H", "H", "H", "H", "H", "H", "H", "H", "H", "H", "H", "H", "H", "H", "H", "H", "H", "H", "H", "H", "H", "H", "H", "H", "H", "C", "N", "O", "O", "H", "H", "H", "C", "N", "O", "O", "H", "H", "H", "C", "N", "O", "O", "H", "H", "H", "C", "N", "O", "O", "H", "H", "H", "C", "N", "O", "O", "H", "H", "H", "C", "N", "O", "O", "H", "H", "H", "C", "N", "O", "O", "H", "H", "H", "C", "N", "O", "O", "H", "H", "H", "C", "N", "O", "O", "H", "H", "H", "C", "N", "O", "O", "H", "H", "H", "C", "N", "O", "O", "H", "H", "H", "C", "N", "O", "O", "H", "H", "H", "C", "N", "O", "O", "H", "H", "H"],
  "positions_angstrom": [[6.27933, -0.87177, 0.34516], [5.15409, -0.49935, -0.63237], [5.11782, 0.98177, -0.97283], [4.65665, 1.90029, 0.17133], [3.48357, 1.38703, 0.99465], [2.21513, 1.14619, 0.15312], [1.05806, 0.81060, 1.08798], [-0.32266, 0.64960, 0.43648], [-0.63051, -0.64119, -0.34687], [-0.02365, -0.53889, -1.83665], [0.44717, -1.68444, -2.40120], [0.04922, 0.74463, -2.75275], [1.50106, 1.12768, -3.16257], [-0.11606, -1.98499, 0.19153], [1.73274, -2.29606, 0.33262], [1.91506, -3.77750, -0.32648], [1.99081, -2.69471, 2.56402], [-0.93243, -2.17420, 1.43370], [-2.31277, -1.58328, 1.16876], [-2.79989, -0.71516, 2.22756], [-4.19520, -1.02656, 2.63647], [-4.78955, 0.23778, 3.26178], [-5.82820, 0.89330, 2.34038], [-2.17201, -0.96318, -0.26514], [-2.78750, -1.87365, -1.35977], [-2.81572, -3.42263, -1.11242], [-2.22969, -4.16612, -2.29970], [-0.82497, -4.27598, -2.14743], [-0.17529, -4.47435, -3.38333], [-3.07775, 0.28746, -0.27376], [-3.10235, 1.00012, -1.64766], [-4.49833, 1.11047, -2.24620], [-4.76632, 2.46116, -2.57512], [-6.03055, 2.59565, -3.18800], [6.49863, -1.92391, 0.25139], [7.17100, -0.26662, 0.23049], [5.90849, -0.74844, 1.36324], [4.22469, -0.84546, -0.19588], [5.30030, -1.09025, -1.53447], [4.46737, 1.14073, -1.83088], [6.12661, 1.26505, -1.25481], [5.49366, 2.02273, 0.85829], [4.46423, 2.88633, -0.23686], [3.76030, 0.44190, 1.45833], [3.19992, 2.09229, 1.77316], [1.99650, 2.00528, -0.47271], [2.42628, 0.26338, -0.44409], [1.27894, -0.02346, 1.75327], [0.96186, 1.66206, 1.76385], [-0.51502, 1.54316, -0.14657], [-1.02767, 0.69970, 1.26512], [0.72441, -1.51166, -3.31328], [-0.52770, 1.58961, -2.39655], [-0.42888, 0.44139, -3.69225], [2.24758, 0.55017, -2.63103], [1.67067, 2.19389, -3.06999], [1.62807, 0.86896, -4.21241], [-0.38896, -2.77536, -0.50466], [1.12869, -4.04922, -0.83658], [-1.04992, -3.18117, 1.56138], [-0.50728, -1.87978, 2.31946], [-2.95102, -2.46476, 1.24573], [-2.18607, -0.78876, 3.03165], [-4.74054, -1.33299, 1.75079], [-4.16898, -1.84077, 3.36280], [-3.98544, 0.93858, 3.39105], [-5.25150, 0.03865, 4.22082], [-6.57416, 1.45038, 2.89644], [-6.36662, 0.16013, 1.74009], [-5.37797, 1.60016, 1.64715], [-2.37691, -1.69868, -2.34941], [-3.83195, -1.59612, -1.44019], [-3.84350, -3.75759, -1.05604], [-2.24659, -3.76087, -0.25214], [-2.50065, -3.66669, -3.23147], [-2.63960, -5.17698, -2.37192], [-0.12487, -3.54892, -3.95381], [-0.63229, -5.28844, -3.94481], [0.85517, -4.76728, -3.20220], [-4.09368, 0.01041, -0.02104], [-2.79067, 1.02450, 0.46316], [-2.78314, 2.02649, -1.49711], [-2.44085, 0.54406, -2.37244], [-5.27054, 0.76187, -1.55307], [-4.58000, 0.51028, -3.15792], [-5.93465, 2.63349, -4.27444], [-6.54652, 3.47859, -2.82394], [-6.67855, 1.74082, -2.97221], [0.50070, 1.50631, -8.19354], [1.21879, 1.52117, -6.88825], [1.93309, 2.46455, -6.64049], [1.03614, 0.56797, -6.14285], [0.75960, 2.40657, -8.73741], [0.81892, 0.61784, -8.73106], [-0.56340, 1.46964, -7.98016], [8.05258, -5.37109, 0.87126], [8.14332, -3.96243, 0.39542], [8.47786, -3.11534, 1.20122], [7.88063, -3.75900, -0.77410], [8.31498, -5.39603, 1.92218], [7.03051, -5.70281, 0.71407], [8.74897, -5.95937, 0.28043], [-3.03200, 3.44957, 6.79199], [-3.65955, 2.34077, 6.02009], [-2.93901, 1.66436, 5.30689], [-4.85492, 2.18334, 6.15352], [-1.97115, 3.46494, 6.57235], [-3.51056, 4.37356, 6.48191], [-3.21122, 3.25445, 7.84472], [2.13829, -0.64749, 5.26196], [2.58411, 0.56679, 5.99761], [3.71345, 0.58207, 6.43833], [1.76956, 1.46514, 6.10478], [2.95453, -1.36038, 5.24298], [1.27953, -1.04947, 5.79295], [1.86870, -0.33598, 4.25810], [-8.88746, 0.73488, -5.06185], [-8.17966, -0.49275, -4.60156], [-8.23958, -1.47425, -5.30841], [-7.58558, -0.42020, -3.53829], [-9.36492, 0.52009, -6.01033], [-9.62085, 0.99219, -4.30346], [-8.14390, 1.52104, -5.16656], [1.56315, -3.16283, -6.64584], [0.30612, -3.57478, -7.32912], [-0.19596, -4.63202, -6.99966], [-0.13092, -2.81679, -8.17099], [1.83091, -3.92842, -5.92656], [2.33295, -3.05668, -7.40399], [1.37210, -2.21161, -6.15460], [11.72965, -3.10606, -0.50009], [12.23123, -4.24643, 0.31528], [12.08926, -5.36858, -0.13680], [12.74277, -3.97625, 1.38118], [11.30039, -3.49830, -1.41465], [10.97903, -2.59047, 0.09335], [12.57075, -2.45443, -0.71564], [2.28611, 3.68451, 8.22674], [2.37404, 4.52814, 9.44967], [2.06804, 5.70076, 9.35558], [2.74709, 3.97898, 10.46921], [1.94394, 4.29853, 7.40242], [3.27710, 3.28768, 8.02883], [1.58265, 2.88533, 8.43411], [1.53105, 0.82996, 11.92144], [0.97454, 0.35138, 10.62623], [0.83594, -0.84286, 10.46495], [0.69532, 1.20514, 9.80157], [1.73013, -0.02922, 12.54961], [2.44423, 1.37598, 11.70023], [0.79143, 1.48048, 12.37727], [-4.99617, -0.39362, -6.03727], [-5.09408, 0.79757, -6.92407], [-5.56365, 0.64337, -8.03421], [-4.69154, 1.85157, -6.47072], [-5.38637, -1.25600, -6.56549], [-3.94648, -0.52957, -5.79318], [-5.57977, -0.18891, -5.14417], [-3.01471, 0.82627, 13.14191], [-1.63954, 0.72144, 13.70378], [-1.20959, 1.66935, 14.33033], [-1.03746, -0.31368, 13.49148], [-3.42191, 1.79436, 13.40815], [-2.93463, 0.71653, 12.06451], [-3.60380, 0.02162, 13.57109], [-5.61370, 2.75171, -10.64261], [-4.81621, 2.85995, -11.89548], [-5.33317, 2.49044, -12.93006], [-3.69222, 3.31305, -11.78959], [-6.58367, 2.33432, -10.88527], [-5.07108, 2.10257, -9.96437], [-5.71039, 3.75148, -10.23009], [3.85860, 5.17160, -3.11400], [4.87191, 4.13807, -2.76263], [4.96489, 3.16931, -3.49000], [5.53782, 4.34001, -1.76537], [3.34717, 4.85855, -4.01712], [3.16883, 5.24878, -2.27848], [4.38723, 6.10744, -3.26711]]
}